w | 16
Properties=species:S:1:pos:R:3:lowdin_charge:R:1 method="wB97M-V/def2-TZVPD" spin_multiplicity=1 smiles="CCc1[nH]c(=O)oc1C#N" charge=0
C -3.058 -1.860 -1.013 -0.1746
C -2.762 -0.615 -0.528 -0.1658
C -1.562 -0.082 0.083 -0.1232
C -3.290 1.361 0.403 -0.4980
C 0.884 -0.105 0.915 -0.0972
C -0.227 -0.735 0.094 -0.1766
N -3.594 -2.838 -1.381 0.1722
N -1.885 1.185 0.569 0.1967
O -3.956 2.302 0.679 0.1368
O -3.863 0.283 -0.237 0.1162
H 1.852 -0.622 0.723 0.0948
H 0.967 -0.400 1.925 0.0540
H 0.905 0.998 0.906 0.0795
H -0.234 -1.735 0.409 0.1037
H 0.115 -0.907 -0.934 0.1324
H -1.259 1.812 1.020 0.1490

=====

x | 16
Properties=species:S:1:pos:R:3:lowdin_charge:R:1 method="wB97M-V/def2-TZVPD" spin_multiplicity=1 smiles="O=c1cc[nH]c(=O)[nH]1.C#C" charge=0
C -0.328 -1.153 -1.845 -0.4599
C 0.922 -0.652 -2.423 0.0214
C 1.780 -0.011 -1.574 -0.0742
C 0.327 -0.086 0.279 -0.4885
C -1.533 1.059 2.632 -0.0717
C -2.093 1.338 3.608 -0.0134
H -1.353 -1.132 -0.007 0.1953
H 1.191 -0.935 -3.458 0.1267
H 2.803 0.275 -1.884 0.1385
H 2.178 0.699 0.333 0.1676
H -1.107 1.072 1.618 0.0148
H -2.670 1.643 4.505 0.0346
N -0.538 -0.763 -0.528 0.2182
N 1.502 0.283 -0.280 0.1347
O -1.159 -1.844 -2.413 0.0692
O 0.077 0.209 1.435 -0.0134

=====

Which is most stable? The ranking, best first, is w, x.

=====

w | 14
Properties=species:S:1:pos:R:3:lowdin_charge:R:1 method="wB97M-V/def2-TZVPD" spin_multiplicity=1 smiles="O=C1NC(O)=CC1(O)O" charge=0
C 0.374 -1.048 -0.174 0.0867
C 1.461 -0.007 -0.116 -0.2754
C -0.546 1.125 0.061 -0.3833
C -0.967 -0.332 0.004 -0.4482
N 0.797 1.184 0.131 0.1403
O -1.165 2.160 0.052 0.1280
O 2.808 -0.118 -0.078 0.1001
O -1.891 -0.589 -1.000 0.0823
O -1.399 -0.824 1.359 -0.0004
H 0.607 -2.082 -0.418 0.0982
H 1.256 2.057 0.283 0.1633
H 3.103 0.712 -0.501 0.1270
H -2.087 -1.487 -1.134 0.0859
H -2.350 -0.751 1.531 0.0957

=====

x | 14
Properties=species:S:1:pos:R:3:lowdin_charge:R:1 method="wB97M-V/def2-TZVPD" spin_multiplicity=1 charge=0
C 1.898 0.575 0.875 -0.0155
N 0.493 0.246 0.690 0.0566
C -0.389 -0.855 -0.608 -0.5726
C -0.541 0.767 1.130 -0.2573
C -1.925 -0.142 -0.637 -0.1818
O 0.317 -0.418 -1.701 0.0511
O -0.541 -2.053 -0.383 0.0442
O -1.461 1.054 1.778 0.2424
O -2.210 0.704 -1.436 0.0887
H 0.284 -1.108 -2.380 0.1278
H -2.668 -0.711 -0.042 0.1323
H 2.043 1.187 1.764 0.0932
H 2.448 -0.362 0.951 0.0975
H 2.252 1.118 -0.001 0.0933

=====

Which is most stable? The ranking, best first, is w, x.

=====

w | 56
Properties=species:S:1:pos:R:3:lowdin_spin:R:1 method="wB97M-V/def2-TZVPD" spin_multiplicity=5 charge=0
Fe 0.146 0.627 0.230 3.0960
O -0.958 2.124 0.917 0.0332
N -2.034 1.824 1.672 -0.0001
C -2.776 2.892 2.046 0.0022
C -3.890 2.746 2.816 0.0009
C -4.253 1.449 3.208 0.0022
C -3.494 0.385 2.813 0.0017
C -2.336 0.545 2.016 0.0049
S -1.358 -0.752 1.509 0.0368
H -2.394 3.829 1.672 0.0001
H -4.461 3.618 3.099 0.0000
H -5.132 1.290 3.818 0.0001
H -3.752 -0.625 3.097 0.0006
S 6.021 -3.071 3.221 0.0175
N 5.213 -3.306 1.842 0.0022
C 4.261 -2.395 1.793 -0.0019
C 3.286 -2.247 0.712 0.0380
C 3.232 -3.064 -0.381 0.0555
C 2.252 -2.826 -1.373 0.0957
C 1.398 -1.766 -1.199 0.0173
N 1.420 -0.957 -0.130 0.1442
C 2.348 -1.184 0.858 0.1128
C 2.340 -0.330 1.980 0.0984
N 1.397 0.660 2.010 0.1728
C 1.367 1.503 3.040 0.0114
C 2.237 1.433 4.109 0.0999
C 3.216 0.423 4.101 0.0328
C 3.276 -0.448 3.046 0.0510
C 4.256 -1.523 2.925 -0.0016
N 5.205 -1.801 3.798 0.0101
H 3.941 -3.876 -0.477 0.0012
H 2.170 -3.451 -2.250 0.0068
H 0.647 -1.524 -1.944 -0.0002
H 0.598 2.266 2.990 -0.0011
H 2.157 2.138 4.922 0.0074
H 3.927 0.324 4.912 -0.0004
Cl 1.375 1.595 -2.120 0.0088
C 1.497 1.931 -0.340 -0.1850
H 1.159 2.948 -0.165 -0.0090
H 2.512 1.713 -0.032 -0.0055
C -1.528 2.133 -4.544 0.0007
N -1.969 0.747 -4.497 0.0047
C -2.115 -0.095 -5.581 0.0014
C -2.499 -1.295 -5.100 0.0014
N -2.585 -1.171 -3.728 0.0048
C -2.916 -2.234 -2.792 0.0006
C -2.253 0.085 -3.354 0.0061
Se -2.210 0.745 -1.635 0.0210
H -1.563 2.466 -5.578 0.0000
H -0.517 2.222 -4.152 0.0003
H -2.191 2.737 -3.929 0.0003
H -1.943 0.238 -6.589 0.0002
H -2.728 -2.216 -5.606 0.0002
H -3.388 -3.042 -3.345 0.0000
H -3.593 -1.841 -2.036 0.0003
H -2.017 -2.594 -2.294 0.0003

=====

x | 56
Properties=species:S:1:pos:R:3:lowdin_spin:R:1 method="wB97M-V/def2-TZVPD" spin_multiplicity=5 charge=0
Fe 0.411 -0.544 0.190 3.6854
O -1.404 -0.235 1.248 0.0388
N -1.661 -0.887 2.374 0.0033
C -2.854 -0.628 2.960 0.0004
C -3.250 -1.259 4.105 0.0020
C -2.383 -2.198 4.679 -0.0007
C -1.174 -2.436 4.084 0.0039
C -0.771 -1.773 2.907 0.0059
S 0.744 -2.006 2.172 0.0613
H -3.436 0.114 2.437 0.0002
H -4.210 -1.021 4.539 0.0002
H -2.659 -2.723 5.584 -0.0001
H -0.471 -3.143 4.500 0.0011
S 3.187 6.808 -0.122 0.0003
N 2.770 5.902 1.149 0.0000
C 2.361 4.737 0.672 0.0002
C 1.890 3.618 1.461 0.0004
C 1.816 3.636 2.852 -0.0010
C 1.362 2.510 3.500 0.0004
C 0.997 1.394 2.749 0.0012
N 1.055 1.364 1.425 0.0226
C 1.492 2.458 0.787 0.0011
C 1.544 2.380 -0.675 0.0011
N 1.113 1.237 -1.218 0.0311
C 1.159 1.116 -2.535 0.0008
C 1.623 2.126 -3.375 0.0009
C 2.048 3.314 -2.825 -0.0025
C 2.011 3.454 -1.438 0.0010
C 2.423 4.656 -0.744 0.0002
N 2.878 5.761 -1.313 0.0003
H 2.122 4.524 3.389 -0.0001
H 1.294 2.471 4.578 0.0002
H 0.669 0.482 3.225 0.0003
H 0.803 0.177 -2.935 0.0002
H 1.635 1.965 -4.444 0.0003
H 2.407 4.133 -3.434 -0.0002
Cl 3.094 -1.394 -0.526 0.0381
C 1.405 -1.827 -1.129 0.0530
H 1.296 -2.882 -0.876 0.0081
H 1.483 -1.753 -2.214 0.0074
C -2.241 2.411 -0.690 -0.0006
N -3.257 1.407 -0.468 0.0042
C -4.363 1.534 0.341 0.0009
C -4.983 0.333 0.357 0.0008
N -4.242 -0.514 -0.440 0.0042
C -4.474 -1.930 -0.641 0.0006
C -3.176 0.145 -0.945 0.0037
Se -1.903 -0.535 -2.075 0.0186
H -2.547 3.328 -0.191 0.0000
H -2.115 2.586 -1.758 0.0002
H -1.296 2.058 -0.279 -0.0009
H -4.618 2.461 0.822 0.0001
H -5.883 0.012 0.849 0.0001
H -5.347 -2.221 -0.061 0.0000
H -3.598 -2.486 -0.308 0.0001
H -4.638 -2.138 -1.696 0.0003

=====

Which is most stable? The ranking, best first, is x, w.

=====

w | 6
Properties=species:S:1:pos:R:3:lowdin_charge:R:1 method="wB97M-V/def2-TZVPD" spin_multiplicity=1 charge=-1
C -0.630 -0.017 0.009 0.0244
N 0.049 0.951 0.131 -0.1521
O 0.244 2.157 -0.064 -0.1042
O 1.373 -1.521 0.082 -0.4784
H 0.607 -1.210 0.205 -0.4094
H -1.643 -0.360 -0.363 0.1198

=====

x | 6
Properties=species:S:1:pos:R:3:lowdin_charge:R:1 method="wB97M-V/def2-TZVPD" spin_multiplicity=1 charge=-1
C -0.073 0.240 0.050 -0.1170
N -0.450 1.410 0.349 -0.3227
O -2.032 2.165 -0.911 -0.4675
O -0.140 2.121 1.312 -0.1663
H 0.636 -0.294 0.688 0.0437
H -0.442 -0.229 -0.840 0.0299

=====

Which is most stable? The ranking, best first, is x, w.

=====

w | 32
Properties=species:S:1:pos:R:3:lowdin_charge:R:1 method="wB97M-V/def2-TZVPD" spin_multiplicity=1 charge=+1
N 0.252 0.018 0.535 0.0581
H -0.495 -0.338 1.115 -0.1025
H 0.073 0.934 0.147 -0.1935
H 0.422 -0.572 -0.266 -0.0681
H 1.111 0.129 1.054 0.0466
O -1.006 -0.661 2.157 0.0472
H -1.635 -1.376 2.055 0.1104
H -1.293 -0.199 2.945 0.1399
O 1.548 -1.845 0.781 -0.0162
H 2.389 -1.510 1.091 0.0749
H 1.199 -2.342 1.521 0.0762
O 0.222 0.554 -2.805 0.0248
H 0.377 0.042 -2.011 -0.1632
H 0.675 0.070 -3.495 0.1105
O -1.523 0.773 -1.689 -0.0642
H -0.886 0.612 -2.386 -0.1678
H -0.999 1.087 -0.953 -0.1184
O 0.001 1.788 -0.494 0.0899
H -0.406 2.653 -0.439 0.1674
H 0.770 1.920 -1.049 0.1443
O -1.131 -1.626 -0.120 -0.0090
H -1.235 -2.463 -0.572 0.1013
H -1.546 -1.761 0.733 0.0523
O 0.817 -0.856 -1.432 0.1096
H 1.732 -1.131 -1.483 0.1636
H 0.324 -1.672 -1.357 0.1291
O -1.750 1.250 1.039 -0.0088
H -2.563 1.168 0.539 0.0877
H -1.858 0.644 1.772 0.0143
O 2.214 1.207 1.143 0.0040
H 2.366 1.578 0.274 0.0701
H 1.837 1.927 1.649 0.0895

=====

x | 32
Properties=species:S:1:pos:R:3:lowdin_charge:R:1 method="wB97M-V/def2-TZVPD" spin_multiplicity=1 charge=+1
N 0.002 0.149 0.502 0.2624
H -0.434 -0.022 1.404 0.0871
H -0.315 -0.546 -0.196 0.0835
H 1.037 0.040 0.600 0.0741
H -0.215 1.054 0.095 0.0891
O 1.336 -2.839 -0.893 -0.0468
H 1.423 -3.144 0.019 0.0661
H 2.141 -3.145 -1.330 0.0765
O -1.432 2.593 3.802 -0.0558
H -0.984 2.631 4.653 0.0426
H -1.068 1.818 3.360 -0.0144
O -1.318 -2.066 -0.652 -0.0644
H -1.973 -2.458 -1.241 0.0761
H -0.520 -2.614 -0.791 0.0082
O -0.114 -1.609 -3.716 -0.0567
H 0.465 -1.736 -2.959 -0.0106
H -0.476 -0.705 -3.614 -0.0051
O -2.349 1.778 0.729 -0.0452
H -2.309 2.617 0.256 0.0553
H -2.811 1.992 1.552 0.0502
O -1.477 0.698 -3.032 -0.0613
H -0.670 0.872 -2.507 -0.0054
H -2.007 1.499 -2.970 0.0614
O 0.113 -0.122 3.332 -0.0408
H 0.851 0.075 3.923 0.0739
H -0.084 -1.055 3.494 0.0744
O 2.814 0.036 0.655 -0.0384
H 3.229 -0.603 1.250 0.0749
H 3.406 0.077 -0.107 0.0706
O 0.894 1.508 -1.711 -0.0342
H 1.152 2.254 -2.271 0.0948
H 1.694 0.976 -1.635 0.0580

=====

y | 32
Properties=species:S:1:pos:R:3:lowdin_charge:R:1 method="wB97M-V/def2-TZVPD" spin_multiplicity=1 charge=+1
N -19.183 -18.815 -12.339 0.2661
H -19.205 -18.818 -11.302 0.0832
H -18.691 -19.688 -12.585 0.0852
H -18.656 -17.966 -12.595 0.0699
H -20.157 -18.881 -12.702 0.0787
O -21.387 -17.046 -8.962 -0.0728
H -21.191 -16.241 -8.472 0.0329
H -20.807 -17.019 -9.747 -0.0227
O -18.801 -18.792 -9.505 -0.0394
H -18.376 -18.005 -9.145 0.0629
H -18.535 -19.513 -8.920 0.0731
O -18.703 -19.244 -15.529 -0.0527
H -18.759 -19.890 -16.245 0.0534
H -19.559 -18.805 -15.538 0.0258
O -17.118 -16.846 -12.403 -0.0461
H -16.488 -16.734 -11.680 0.0682
H -16.589 -16.754 -13.207 0.0694
O -18.297 -21.546 -12.894 -0.0449
H -18.896 -21.790 -13.614 0.0852
H -17.410 -21.722 -13.239 0.0897
O -19.534 -22.696 -10.670 -0.0757
H -18.921 -23.079 -10.034 0.0355
H -18.976 -22.276 -11.352 -0.0219
O -19.625 -15.594 -14.031 -0.0409
H -19.693 -15.888 -14.947 0.0594
H -19.065 -14.807 -14.068 0.0712
O -20.108 -16.081 -11.285 -0.0627
H -19.827 -15.996 -12.220 -0.0022
H -19.587 -15.419 -10.816 0.0619
O -21.853 -18.922 -13.199 -0.0335
H -22.680 -19.256 -12.825 0.0826
H -22.039 -18.800 -14.138 0.0615

=====

Which is most stable? The ranking, best first, is y, x, w.